ORCA calculation (the ωB97M-V functional and the def2-TZVPD basis) on one molecule with the formula C7H7N at a distorted geometry.

Properties
Gap between HOMO and LUMO (alpha / beta), Eh: 0.269 / 0.269

Last column: natural (NBO) charge in e.
Geometry (Å):
C 0.1447 1.0205 -1.3086  -0.135
C -0.9489 1.7094 -0.7734  -0.350
C 1.1354 -1.4235 -0.1826  -0.327
C 0.2412 -0.2899 -0.5557  -0.102
C -1.6131 0.7021 0.0621  0.068
C 0.9277 -0.4571 0.7146  0.240
C -1.3133 -0.6030 -0.4236  -0.551
N 1.1303 -0.0844 1.9709  -0.784
H 0.8544 1.4309 -2.0060  0.209
H -1.2599 2.6951 -1.0381  0.231
H 1.4139 -2.4058 -0.4895  0.232
H -1.9257 -0.9557 -1.2684  0.248
H -1.4503 -1.3287 0.4015  0.208
H 0.8520 0.7358 2.4298  0.414
H 1.8115 -0.7458 2.4669  0.398

Forces on atoms 1 to 6 (eV/Å):
C -0.50 1.10 0.85
C 0.93 -3.81 -1.50
C 0.19 2.03 0.22
C -1.04 0.00 -0.89
C -0.79 2.60 0.87
C 0.75 -1.92 -0.97

---

ORCA calculation (the ωB97M-V functional and the def2-TZVPD basis) on a 2-piece molecular cluster, C7H7N overall at a distorted geometry.

Properties
Structure (SMILES): c1ccncc1.C#C
Gap between HOMO and LUMO, Eh: 0.373

Last column: natural (NBO) charge in e.
Geometry (Å):
C 0.8054 1.2334 -0.0031  -0.181
C 2.0856 0.7059 0.1641  -0.268
C 2.2416 -0.6686 0.0122  0.016
N 1.2338 -1.5408 -0.1597  -0.424
C 0.0142 -1.0575 -0.3214  0.004
C -0.2156 0.2848 -0.1433  -0.245
H 0.4697 2.3560 -0.1712  0.227
H 2.9627 1.3460 0.6112  0.227
H 3.2255 -1.2711 0.0972  0.207
H -1.0177 -1.5798 -0.3389  0.218
H -1.1999 0.7484 -0.4509  0.218
C -2.6053 -0.4662 0.6432  -0.217
C -2.6838 0.1059 -0.3740  -0.318
H -2.2443 -0.9444 1.6304  0.268
H -3.0718 0.7480 -1.1958  0.266

Forces on atoms 1 to 6 (eV/Å):
C -0.87 0.72 -0.57
C 1.80 1.56 1.45
C 0.99 -1.96 0.67
N 0.04 -0.47 -0.81
C -1.87 0.25 1.59
C 0.40 3.76 -2.68

---

ORCA calculation (the ωB97M-V functional and the def2-TZVPD basis) on one molecule with the formula C7H7N at a distorted geometry.

Properties
Structure (SMILES): C1=C[C@@H]2[C@@H]3C=C[C@H]1N23
Gap between HOMO and LUMO, Eh: 0.357

Last column: natural (NBO) charge in e.
Geometry (Å):
C 0.3773 1.3185 -0.1898  -0.140
C 1.5524 0.6842 -0.2434  -0.290
C 1.2745 -0.4731 0.5706  -0.135
C 0.0189 -1.4416 0.3484  -0.114
C -0.8882 -1.0329 -0.8725  -0.215
C -1.4924 0.0163 -0.5698  -0.205
C -0.7916 0.7140 0.6310  -0.180
N -0.0118 -0.2852 1.3886  -0.370
H 0.0151 2.3923 -0.4349  0.212
H 2.2924 0.8616 -1.1016  0.252
H 1.9553 -0.5876 1.4227  0.235
H -0.1476 -2.4348 0.7992  0.228
H -0.8140 -1.6059 -1.9461  0.243
H -2.2663 0.5065 -1.3168  0.233
H -1.0739 1.3676 1.5144  0.245

Forces on atoms 1 to 6 (eV/Å):
C -2.13 5.03 0.38
C -1.49 0.80 -2.49
C -0.86 -2.36 3.32
C 0.78 1.52 0.23
C 4.29 -7.02 -1.45
C -4.80 6.42 -0.13

---

ORCA calculation (the ωB97M-V functional and the def2-TZVPD basis) on a 2-piece molecular cluster, C7H7N3 overall at a distorted geometry.

Properties
Gap between HOMO and LUMO (alpha / beta), Eh: 0.298 / 0.298

Last column: natural (NBO) charge in e.
Geometry (Å):
C -1.5689 1.9058 -0.9189  0.137
C -0.0146 -2.0175 0.5205  -0.144
C 0.0514 -0.6436 0.1366  0.027
C 1.1495 -0.0971 0.6706  0.031
C -2.6983 -0.2580 -1.7489  -0.382
C -2.2650 0.8840 -1.3665  0.054
C 1.8687 1.2508 0.5874  -0.667
N -1.0134 2.8239 -0.4886  -0.256
N 1.0071 -2.2350 1.3502  -0.253
N 1.6060 -1.0497 1.5214  -0.338
H -0.6896 -2.7282 0.2747  0.202
H -3.5431 -0.3129 -2.5141  0.225
H -2.2772 -1.1678 -1.5736  0.221
H 2.1866 1.2627 -0.5377  0.243
H 1.0450 2.0019 0.6462  0.258
H 2.5824 1.4345 1.4611  0.233
H 2.5736 -1.0539 1.9796  0.408

Forces on atoms 1 to 6 (eV/Å):
C 0.05 0.38 0.49
C 2.65 3.28 0.96
C -1.04 -1.22 -0.97
C 1.43 1.70 1.70
C -2.73 1.41 -2.58
C -0.09 -0.72 -0.27

---

ORCA calculation (the ωB97M-V functional and the def2-TZVPD basis) on a 2-piece molecular cluster, C7H7N5O6 overall at a distorted geometry.

Properties
Gap between HOMO and LUMO, Eh: 0.168

Last column: natural (NBO) charge in e.
Geometry (Å):
O 3.5016 2.7761 -0.9514  -0.322
N 2.2786 2.8538 -0.7775  0.495
O 1.6495 3.9194 -0.9714  -0.377
C 1.4629 1.6648 -0.4584  0.056
C 0.0741 1.7807 -0.3782  -0.172
C -0.7830 0.7343 -0.1468  0.079
N -2.1958 0.9521 -0.3485  0.471
O -2.5503 2.1522 -0.3893  -0.365
O -3.0231 0.0254 -0.5274  -0.398
C -0.3450 -0.7642 -0.3307  -0.180
C 1.2248 -0.8078 -0.4064  0.177
N 2.0233 -1.8780 -0.3774  -0.047
O 3.2980 -1.3978 -0.6844  -0.114
N 3.3199 -0.0170 -0.8478  0.000
C 2.0347 0.3584 -0.5927  0.009
H -0.3400 2.7727 -0.5681  0.315
H -0.7601 -1.0024 -1.3278  0.368
C -2.0293 -2.4011 0.5347  -0.469
N -0.7557 -1.6948 0.4480  -0.270
O -0.3881 -0.8543 2.8062  -0.893
H -2.8506 -1.9602 -0.0215  0.233
H -1.9541 -3.4559 0.2616  0.239
H -2.3979 -2.4762 1.5627  0.259
H -0.5201 -1.3187 1.8391  0.441
H 0.0255 0.0384 2.6535  0.466

Forces on atoms 1 to 6 (eV/Å):
O -2.11 -0.72 0.78
N 0.31 2.22 -1.35
O 0.72 -1.86 0.72
C -0.22 -0.19 -0.88
C 1.35 0.98 -0.40
C -0.50 -1.39 -0.92

---

ORCA calculation (the ωB97M-V functional and the def2-TZVPD basis) on one molecule with the formula C7H7NO at a distorted geometry.

Properties
Structure (SMILES): CC(=O)c1ccccn1
Gap between HOMO and LUMO, Eh: 0.362

Last column: natural (NBO) charge in e.
Geometry (Å):
C -2.3677 -0.4778 1.0601  -0.693
C -1.6897 0.0491 -0.1691  0.597
O -2.2809 0.4894 -1.1661  -0.529
C -0.1327 0.1113 -0.0458  0.075
C 0.4973 1.2221 0.1746  -0.251
C 1.9596 1.1213 0.3070  -0.124
C 2.5450 -0.1401 0.0149  -0.269
C 1.7170 -1.1986 -0.2362  0.037
N 0.3437 -1.1464 -0.2335  -0.398
H -2.1150 -1.5035 1.2243  0.244
H -2.0606 0.1789 1.9621  0.228
H -3.2882 -0.4920 0.8563  0.214
H -0.0578 2.1972 0.3212  0.236
H 2.3123 2.0377 0.4254  0.208
H 3.6945 -0.3704 0.1008  0.232
H 2.1828 -2.0616 -0.5600  0.192

Forces on atoms 1 to 6 (eV/Å):
C 6.75 1.20 1.77
C 0.38 1.64 -1.43
O 1.28 -1.11 2.26
C -4.65 -4.91 -1.38
C 4.26 3.65 1.34
C -4.32 -4.13 -1.78